This record from the Open Molecules 2025 dataset describes a molecular structure, C26H32BaN5O7S2Si. The level of theory is ωB97M-V with the def2-TZVPD basis set.

Cartesian coordinates (Å):
1 O -2.011 1.095 2.395
2 C -1.737 -2.308 2.779
3 O -0.331 0.473 -2.476
4 H -6.544 0.997 -0.133
5 N -3.741 3.353 -0.253
6 C 2.126 3.050 -3.272
7 H -3.248 1.267 -0.264
8 H 4.889 1.386 -0.830
9 H -5.540 4.539 -2.411
10 Ba -0.230 0.441 0.418
11 H -6.384 3.190 -3.184
12 H -2.577 -4.806 4.941
13 C -2.342 -3.801 4.616
14 H 1.829 2.335 2.061
15 H 0.930 -3.162 -4.887
16 C -5.645 3.453 -2.427
17 H 2.938 3.606 -2.823
18 H -1.981 -0.648 5.713
19 H -2.089 -4.384 2.576
20 C 0.419 -1.392 -3.808
21 Si 2.842 2.698 -0.241
22 C 0.169 -2.661 -4.302
23 C -1.034 -3.301 -4.036
24 N -1.815 4.056 -0.734
25 C -2.334 -2.745 5.495
26 C 2.548 4.571 -0.156
27 H 3.571 2.477 2.104
28 C -1.701 -1.217 3.695
29 O -1.956 -3.668 0.526
30 H 1.355 -0.885 -3.999
31 C 4.645 2.450 -0.790
32 C -2.010 -1.477 5.021
33 H 2.391 4.055 -5.127
34 O 0.191 0.409 2.946
35 C -6.160 1.385 -1.077
36 H 4.839 2.868 -1.779
37 C -6.062 2.906 -1.065
38 H -7.056 3.303 -0.828
39 O -2.267 -1.236 0.437
40 C -1.994 -2.659 -3.270
41 H -5.194 0.913 -1.261
42 H -4.687 3.035 -2.742
43 H 1.505 4.790 0.080
44 O -0.069 -2.115 0.715
45 N -2.999 4.448 -0.472
46 C 0.784 2.633 -5.235
47 H -5.330 2.921 0.995
48 N -1.743 2.710 -0.710
49 C -2.052 -3.563 3.276
50 H -2.926 -3.155 -3.032
51 H -0.728 1.117 -4.944
52 H 2.837 0.970 1.597
53 H -5.346 4.503 0.205
54 C -2.942 2.290 -0.391
55 S -1.493 -2.377 0.952
56 C 0.417 1.422 -3.188
57 C 0.085 1.682 -4.502
58 H -2.564 -2.880 6.544
59 C -1.766 -1.380 -2.785
60 H 2.780 5.074 -1.095
61 C 1.814 3.309 -4.593
62 S -1.178 0.535 3.467
63 H -6.827 1.056 -1.876
64 H -2.500 -0.879 -2.170
65 C 2.741 2.057 1.528
66 H 0.528 2.835 -6.266
67 C 1.439 2.097 -2.472
68 C -0.557 -0.752 -3.049
69 O -1.299 1.174 4.748
70 H -1.215 -4.300 -4.412
71 H 5.335 2.923 -0.086
72 H 3.171 5.016 0.626
73 C -5.157 3.441 0.051
74 N 1.699 1.829 -1.171

The value obtained for the maximum force is 2.15 eV/A. The value obtained for the electronic energy is -79512.732 eV. For the energy above the lowest of the compared OMol25 structures with the same formula, charge and spin, the calculation gives 19.1 kcal per mole. Its charge is -1.

Results of the natural (NBO) charge analysis, in e, for atoms 1 through 2: -1.06 -0.34

=====

This record from the Open Molecules 2025 dataset describes a molecular structure, C26H32BeN6O3S2. The level of theory is ωB97M-V with the def2-TZVPD basis set.

Cartesian coordinates (Å):
1 N -1.717 4.746 -3.225
2 C -0.028 0.101 4.066
3 C 2.235 1.321 -1.350
4 H -4.402 5.455 -1.618
5 C 3.269 -3.918 -0.787
6 H -1.286 -3.330 2.493
7 C -0.575 0.210 6.407
8 H -0.068 -0.601 -5.530
9 H -3.061 1.573 4.552
10 C -1.876 -3.141 0.435
11 N 1.447 1.695 -3.683
12 H -2.462 1.106 6.903
13 C -1.521 -2.522 1.799
14 C -1.787 0.820 6.109
15 H -0.624 -1.908 1.711
16 C -1.244 0.703 3.786
17 C -2.125 1.081 4.790
18 C -2.895 -0.315 1.780
19 H 5.299 0.298 -0.344
20 O -0.878 -0.974 -0.473
21 N -3.652 5.561 -2.280
22 H 1.684 -0.363 -5.611
23 H 3.394 -3.105 -2.769
24 C 0.639 -3.085 -0.813
25 S -0.996 -2.410 -0.961
26 C 3.415 -0.390 0.434
27 H 1.381 -0.807 0.968
28 H 4.298 -4.254 -0.777
29 N -2.831 3.599 -1.509
30 O 0.134 -0.020 -3.063
31 C -2.025 2.629 -1.319
32 N 1.456 0.603 -0.524
33 H 2.845 -4.684 1.175
34 H 0.511 -3.944 1.169
35 C 2.764 -3.270 -1.906
36 C 4.220 0.371 -0.393
37 C 1.134 -3.739 0.310
38 C 0.732 0.119 -5.385
39 H 2.254 3.121 -2.459
40 H -0.309 0.021 7.438
41 C 0.303 -0.144 5.391
42 H 1.917 2.153 -4.446
43 H 0.604 0.952 -6.076
44 C 0.725 0.578 -3.952
45 H 1.250 -0.607 5.631
46 C 1.442 -2.855 -1.926
47 C 2.456 -4.158 0.314
48 N -1.399 1.692 -1.032
49 H 4.214 1.845 -1.953
50 H 0.641 2.602 -1.955
51 H -3.660 6.353 -2.900
52 S -1.723 1.047 2.115
53 H -2.459 -1.562 3.478
54 H -1.690 -4.214 0.375
55 H -2.927 -2.985 0.184
56 H 0.651 -0.148 3.263
57 C 1.598 2.260 -2.350
58 O -0.462 0.787 1.291
59 H -2.909 -0.350 0.689
60 C 3.615 1.236 -1.290
61 C -2.650 -1.682 2.410
62 H -3.588 -2.238 2.335
63 H -1.665 5.528 -3.855
64 C 2.047 -0.237 0.338
65 Be -0.331 0.509 -0.423
66 H -1.043 4.010 -3.330
67 H -3.851 0.099 2.107
68 H 1.029 -2.353 -2.792
69 H 3.830 -1.084 1.151
70 C -2.716 4.618 -2.339

The value obtained for the maximum force is 0.63 eV/A. The value obtained for the electronic energy is -64628.362 eV. For the energy above the lowest of the compared OMol25 structures with the same formula, charge and spin, the calculation gives 2.9 kcal per mole. Its charge is +2.

Results of the natural (NBO) charge analysis, in e, for atoms 1 through 2: -0.77 -0.20

=====

This record from the Open Molecules 2025 dataset describes a single C26H32N2O5 molecule. The level of theory is ωB97M-V with the def2-TZVPD basis set.

Cartesian coordinates (Å):
1 H 3.834 0.823 -2.009
2 H -5.790 -4.417 -1.212
3 H 0.243 0.771 3.530
4 H 0.395 -2.490 -0.148
5 C -5.668 -0.576 -1.028
6 C 3.287 1.384 0.544
7 H 1.409 1.574 -3.152
8 C -5.754 -3.339 -1.165
9 H -7.767 -0.638 -1.416
10 C 4.335 0.277 0.574
11 H -3.654 -3.281 -0.767
12 C -0.432 -1.506 -2.847
13 N 3.449 2.276 -0.591
14 H 3.413 1.989 1.445
15 H 4.180 -0.449 -0.219
16 O -2.681 -2.423 -2.988
17 H -1.499 2.258 3.079
18 H 4.284 -0.246 1.526
19 C 0.267 0.072 2.710
20 H -2.525 0.813 0.511
21 C -4.551 -2.705 -0.923
22 C -0.285 0.397 1.484
23 H -0.885 0.924 -0.990
24 H 2.404 -4.743 3.028
25 O -0.921 1.591 1.201
26 C -1.885 -1.713 -2.414
27 C -2.074 -0.872 -1.243
28 C -0.227 -0.530 0.434
29 C 0.868 -1.162 2.911
30 H -5.625 0.501 -0.971
31 C 0.354 -1.763 0.648
32 C 2.800 3.561 -0.381
33 O 0.142 -2.032 -3.774
34 H -7.847 -3.100 -1.551
35 C -0.768 -0.169 -0.934
36 C -3.237 -0.611 -0.594
37 H 0.068 2.886 2.485
38 H 3.484 2.427 -2.633
39 H 1.076 1.793 -1.438
40 C 3.179 1.687 -1.888
41 C 1.508 -0.241 -2.010
42 N 0.114 -0.614 -1.989
43 H 1.293 -1.374 3.878
44 H 4.655 4.604 -0.076
45 H 5.326 0.708 0.460
46 C 2.039 -3.731 3.192
47 C -4.499 -1.315 -0.867
48 C 0.910 -2.096 1.885
49 C -6.910 -2.599 -1.352
50 H 3.866 4.131 1.426
51 C -6.866 -1.217 -1.278
52 H -1.456 3.438 1.746
53 H 1.984 -0.600 -1.092
54 O -3.360 0.337 0.347
55 H 2.610 4.012 -1.357
56 O 1.463 -3.333 1.971
57 H 1.828 3.455 0.130
58 H 2.878 -3.085 3.470
59 H 3.229 5.485 0.492
60 C -0.944 2.589 2.196
61 C 1.714 1.268 -2.151
62 C 3.694 4.505 0.420
63 H 2.277 0.941 0.588
64 H 1.301 -3.739 4.001
65 H 1.950 -0.765 -2.862

The value obtained for the maximum force is 0.79 eV/A. The value obtained for the electronic energy is -40698.426 eV. For the energy above the lowest of the compared OMol25 structures with the same formula, charge and spin, the calculation gives 84.4 kcal per mole.

Results of the natural (NBO) charge analysis, in e, for atoms 1 through 2: 0.20 0.22

=====

This record from the Open Molecules 2025 dataset describes a single C26H32N2O5S molecule. The level of theory is ωB97M-V with the def2-TZVPD basis set.

Cartesian coordinates (Å):
1 H 3.483 -0.014 -3.667
2 C 1.458 -1.067 1.829
3 C 4.428 1.519 -2.654
4 H 2.331 0.445 0.675
5 C -2.404 -1.839 4.028
6 C -1.084 0.913 4.030
7 H -0.600 2.244 -1.417
8 C -2.600 -1.869 2.436
9 H 0.556 -2.839 -1.142
10 C -2.046 -1.010 -2.543
11 H -0.540 3.168 -3.407
12 H -2.701 -1.512 -0.560
13 C 2.108 1.674 -3.736
14 C -2.574 -0.565 -1.234
15 C 0.124 1.797 -5.119
16 H -1.229 -1.372 -2.575
17 H -1.764 -0.073 -4.572
18 C -0.362 -0.031 4.572
19 H -2.171 -0.905 1.961
20 H -2.942 -1.766 -2.916
21 C 0.389 -2.939 0.840
22 O 2.408 3.125 -3.730
23 C 1.308 1.160 5.496
24 C -1.674 0.451 -0.554
25 H 0.915 3.500 5.412
26 C 0.770 -0.037 5.250
27 C 0.385 2.453 5.086
28 C 1.734 -0.540 0.649
29 O -0.392 -3.898 3.546
30 H 4.446 2.479 -2.042
31 N 1.328 0.927 -4.344
32 H -0.200 1.035 -5.906
33 C 3.307 0.763 -2.970
34 H 1.423 -0.225 2.842
35 H -0.855 -0.298 -0.306
36 H 5.026 1.952 -3.558
37 S 0.276 -2.764 3.564
38 H -2.208 -2.691 2.078
39 H -3.192 0.495 -4.014
40 H -1.607 2.511 -4.492
41 H -2.551 -2.730 4.362
42 H -2.150 0.719 3.246
43 C -2.279 0.252 -3.621
44 O 1.433 -2.749 4.444
45 H -3.596 -1.815 2.320
46 H -2.789 -1.080 4.277
47 C -0.824 2.430 -4.072
48 H 5.163 0.810 -2.065
49 H -3.551 -0.150 -1.387
50 N -0.883 -1.506 4.257
51 C -1.263 1.512 -1.833
52 C -1.247 1.395 -3.059
53 C 0.742 -2.275 -0.365
54 H 1.135 -0.782 5.701
55 H -1.306 3.113 3.798
56 O 1.349 -1.303 -2.824
57 H -0.126 -3.844 1.054
58 C 2.037 -0.646 -1.748
59 C -0.720 2.261 4.253
60 O 2.758 0.287 -1.860
61 H -2.160 1.105 0.097
62 H 0.767 2.612 -5.401
63 H 1.911 1.285 6.207
64 H 1.052 0.162 -4.115
65 C 1.478 -1.314 -0.617
66 C 0.561 -2.104 2.114

The value obtained for the maximum force is 16.50 eV/A. The value obtained for the electronic energy is -51510.914 eV. For the energy above the lowest of the compared OMol25 structures with the same formula, charge and spin, the calculation gives 577.1 kcal per mole.

Results of the natural (NBO) charge analysis, in e, for atoms 1 through 2: 0.21 -0.17